Entry one
Below is a structure of composition C3H10OSSi, with properties calculated with ωB97M-V/def2-TZVPD.

HOMO energy = -0.329 Ha

Each line ends with the Löwdin charge.
Positions of all 16 atoms, in Å:
C1 -1.1974 -2.1316 0.4941  -0.155
C2 -1.2453 -1.3818 -0.7524  -0.378
C3 -0.7390 -0.0415 -0.6811  -0.571
O1 0.8509 1.8347 0.8199  -0.563
Si1 0.9866 3.0438 -0.1138  0.472
S1 -0.3400 1.1075 -1.8373  0.650
H1 -1.5715 -1.5022 1.3449  0.092
H2 -1.8986 -3.0434 0.4715  0.104
H3 -0.1893 -2.4530 0.8497  0.090
H4 -2.3705 -1.2048 -0.9595  0.155
H5 -0.9237 -1.9869 -1.6615  0.145
H6 3.5660 -0.0219 1.2959  0.020
H7 -0.2335 0.3185 0.3177  0.064
H8 0.3301 4.4653 -0.3199  -0.055
H9 2.1304 3.0788 -1.0258  -0.083
H10 2.8448 -0.0813 1.7575  0.014

Entry two
Below is a cluster of 2 separate species, C3H10OSSi in total, with properties calculated with ωB97M-V/def2-TZVPD.

HOMO energy = -0.272 Ha

Each line ends with the Löwdin charge.
Positions of all 16 atoms, in Å:
C1 0.3961 1.3197 -2.1300  -0.009
C2 0.3013 -1.9795 0.5977  -0.203
C3 -0.6745 0.9629 1.5761  -0.659
O1 -2.3016 -0.9893 0.6434  -0.207
Si1 -0.8029 -0.4407 0.3929  0.545
S1 1.0779 1.3314 2.0228  0.618
H1 -0.3938 1.9149 -2.6425  -0.030
H2 1.2692 1.8407 -1.6950  -0.038
H3 0.5944 0.5514 -2.7339  -0.131
H4 1.3798 -1.7156 0.3524  0.044
H5 0.2476 -2.4687 1.5651  0.027
H6 -0.0379 -2.7213 -0.1284  0.017
H7 -1.1024 1.8852 1.2304  0.013
H8 -1.1770 0.6325 2.5484  0.067
H9 -2.9797 -1.4899 0.0653  0.124
H10 1.7732 1.4953 0.8912  -0.176

Which of them is the least stable? Correct choice: entry one.

Entry one
Below is an isolated molecule of C3H2N2O2, with properties calculated with ωB97M-V/def2-TZVPD.

HOMO energy = -0.385 Ha

Each line ends with the Löwdin charge.
Positions of all 9 atoms, in Å:
O1 2.4084 0.0613 -0.1577  0.029
C1 1.1750 -0.2265 -0.1254  -0.341
C2 0.3033 1.1073 0.0341  -0.011
N1 -1.0138 1.2512 -0.0527  0.113
O2 -1.5086 -0.0547 -0.2520  -0.038
C3 -0.8550 -1.1062 0.0317  -0.251
N2 0.4020 -1.4469 0.0286  0.174
H1 0.8050 2.1689 0.3942  0.176
H2 -1.7163 -1.7543 0.0991  0.147

Entry two
Below is a cluster of 2 separate species, C3H2N2O2 in total, with properties calculated with ωB97M-V/def2-TZVPD.

HOMO energy (spin up / spin down) = -0.313 / -0.313 Ha

Each line ends with the Löwdin charge.
Positions of all 9 atoms, in Å:
N1 1.0331 -1.0134 -1.0418  0.128
C1 -0.1335 -0.5968 -0.8998  -0.190
C2 -1.4635 -0.6692 -0.7963  -0.170
O1 -2.5676 -0.3229 -0.6348  0.162
H1 1.3343 -1.9816 -0.8941  0.081
N2 0.3865 1.9199 0.9474  0.202
C3 0.2323 0.7680 1.2439  -0.454
O2 -0.0065 -0.2869 1.6599  0.156
H2 1.1850 2.1829 0.4157  0.084

Entry three
Below is an isolated molecule of C3H2N2O2, with properties calculated with ωB97M-V/def2-TZVPD.

HOMO energy = -0.323 Ha

Each line ends with the Löwdin charge.
Positions of all 9 atoms, in Å:
C1 -1.8869 -1.4440 -0.0264  -0.079
C2 -1.2274 -0.3397 -0.2947  -0.376
C3 -3.2196 0.9179 -0.0139  -0.305
N1 -2.0453 0.7683 -0.1658  0.170
N2 0.2019 -0.1847 -0.2424  0.069
O1 -2.6534 -2.3423 0.0921  0.176
O2 -4.3608 1.1352 0.0510  0.189
H1 0.3398 0.5138 0.4902  0.081
H2 0.4133 0.4666 -0.9944  0.076

Entry four
Below is a cluster of 2 separate species, C3H2N2O2 in total, with properties calculated with ωB97M-V/def2-TZVPD.

HOMO energy = -0.351 Ha

Each line ends with the Löwdin charge.
Positions of all 9 atoms, in Å:
C1 -0.3195 -1.5537 2.2946  -0.442
C2 -0.0316 1.0289 -1.0473  -0.419
C3 0.6886 -0.0665 -1.8167  0.100
N1 -1.2133 -1.3241 1.5608  0.220
N2 0.9746 1.1756 -2.0332  0.120
O1 0.4310 -1.9191 3.0807  0.167
O2 -0.8057 1.6484 -0.4138  0.113
H1 -1.3561 -0.7184 0.8051  0.047
H2 1.6320 1.7290 -2.4302  0.094

Which of them is the least stable? Correct choice: entry four.